Entry 1:
Computed, not measured: a gas-phase ion, C5H15N2S (charge +1) at a distorted geometry, with the ωB97M-V functional and the def2-TZVPD basis.

```
23
Properties=species:S:1:pos:R:3:forces:R:3
S 3.28724 3.22546 -0.67855 0.40 1.31 1.13
H 0.87067 -0.67543 -0.96522 -0.48 0.60 0.00
H -3.29365 -1.99344 1.28063 1.21 -0.50 0.05
H -0.42170 0.22626 1.50441 0.10 -0.48 -1.50
N 0.35223 0.08184 -0.48072 4.25 3.40 -2.98
H 3.32594 1.02642 -1.23048 -0.76 -0.03 0.39
H -1.52765 -2.41416 1.75605 0.10 -1.14 0.93
H 2.00376 1.85482 -2.03215 -0.21 -0.41 0.82
C -2.22765 -1.68453 1.44716 -2.29 1.72 -0.26
C 2.46931 1.70638 -1.02718 -0.58 -1.51 -1.41
H -2.33863 -0.13803 -0.02026 1.56 -1.40 0.11
C -0.26728 -0.50025 0.63292 -1.26 0.59 2.98
H 0.79075 2.07154 0.36855 0.99 -1.41 -0.47
N -1.43348 -1.80897 -1.02251 -2.15 0.92 -2.87
H -0.16872 0.57466 -1.24100 -0.24 -0.71 1.09
H -2.09228 -1.42626 -1.86694 2.03 -1.67 2.92
H -2.39372 -0.84680 2.20727 0.76 -1.21 -0.74
H 0.58206 -1.10610 1.02309 -1.33 -0.79 0.01
H 2.36221 3.81071 0.12438 0.16 -0.20 -0.37
H -1.55887 -2.81059 -0.91264 -0.18 0.17 -0.15
C -1.64051 -1.05978 0.19458 -0.64 2.04 0.68
H 1.85635 0.68454 0.91241 0.34 0.50 -0.38
C 1.46363 1.20169 0.02620 -1.77 0.22 0.03
```
Forces are in eV/Å.

Summary:
* total charge: +1
* HOMO energy: -12.60 eV
* structure (SMILES): C[C@H](N)C[NH2+]CCS
* frontier orbital gap: 9.485 eV
* relative energy (zero: lowest compared OMol25 entry of this formula, charge and spin): 2.1314 eV



Entry 2:
Computed, not measured: a molecular structure, C34H31F9N7O8SiW at a distorted geometry, with the ωB97M-V functional and the def2-TZVPD basis.

```
91
Properties=species:S:1:pos:R:3:forces:R:3
C -2.06436 4.20849 2.12022 0.19 -0.12 -0.04
C -3.70315 -0.12785 -0.59747 -0.04 0.01 0.00
N -0.94634 3.34322 1.90081 -0.12 0.15 0.14
C 4.45465 -2.05245 1.75300 -0.03 -0.11 -0.05
C -0.20336 -3.95272 2.70456 -0.07 -0.07 0.02
C -5.06843 -0.05757 -0.83672 0.05 -0.02 -0.01
F 5.08173 -0.53107 -0.36850 0.01 -0.13 -0.16
H 0.98762 -4.65190 -2.05301 0.00 -0.08 0.02
C 0.27122 3.36897 2.55584 -0.18 0.07 -0.02
H -5.00409 1.37213 -3.90849 0.01 -0.01 0.03
O -0.40640 -5.80058 4.11471 -0.01 0.05 0.00
O 2.39596 -1.87098 0.63149 -0.69 0.20 -0.38
F 2.70901 -4.43790 0.92533 -0.11 -0.01 0.07
C 2.81883 2.04998 -1.40978 0.11 0.12 -0.20
C 3.20250 1.53093 -0.22208 0.05 -0.05 0.35
N -0.32911 -3.73306 0.52671 -0.16 0.02 -0.14
F 4.27426 -0.79679 2.16970 -0.01 0.05 -0.03
N -0.07460 -2.51140 0.98973 0.22 0.10 -0.35
H -6.59790 0.53493 -2.21690 0.01 0.00 0.00
Si 0.13618 -2.40700 -2.74463 0.06 0.07 -0.09
H 4.33388 3.10795 0.63263 0.01 0.00 0.01
H 0.48242 4.05316 3.35936 -0.04 -0.02 -0.04
C 0.45964 -1.40958 2.96320 0.17 0.48 0.00
H -0.83357 5.91951 2.52752 -0.03 -0.01 -0.01
C -2.80528 0.34912 -1.55048 0.01 -0.06 0.10
O -0.03687 -3.84867 5.10793 0.04 0.03 -0.13
C -1.68623 -2.65464 -2.42679 -0.15 -0.03 0.16
C -4.43038 4.55509 2.18331 -0.05 -0.04 -0.01
O -0.97704 -0.29526 -0.13573 -0.22 0.24 -0.26
F 5.31182 -2.45223 -1.32329 -0.03 0.24 -0.01
N -0.51009 0.87978 -2.02438 0.08 0.08 -0.27
C 0.91249 -4.06608 -2.96915 0.23 -0.13 -0.04
C 4.42269 -1.62792 -0.77262 0.06 -0.25 0.39
C -2.92270 6.37576 2.65538 0.04 0.06 0.01
O 2.54197 0.54320 0.33535 -0.14 -0.02 -0.44
C -4.21851 5.88959 2.51623 -0.18 0.13 0.02
F 3.55246 -1.24645 -1.70948 -0.01 0.01 -0.21
C 3.62665 -3.85174 0.15920 -0.01 0.16 0.05
C 4.38228 2.02252 0.54598 0.07 0.09 -0.01
H -5.76593 -0.43458 -0.09967 0.02 0.02 -0.01
C 3.66471 -2.31059 0.42404 0.27 0.18 0.28
H 1.98797 2.03386 2.29800 -0.03 -0.03 0.00
H 5.30071 1.76680 0.01727 -0.01 0.07 0.02
O 0.53169 -1.25729 4.15347 0.02 -0.13 0.14
C -3.27463 0.89161 -2.74489 0.01 0.02 -0.05
H -0.65753 -5.66771 1.36008 0.00 0.05 -0.02
C -0.89618 2.33801 1.00243 0.06 0.16 -0.07
H -1.92708 -3.72100 -2.36956 0.00 0.04 -0.01
F 3.28714 -4.08049 -1.11428 -0.16 -0.06 -0.18
F 5.76141 -2.26586 1.61724 0.06 0.02 -0.02
H -0.46648 -3.88707 -0.45933 0.00 0.00 -0.04
F 3.98927 -2.85529 2.71041 -0.02 -0.07 0.03
H 0.29066 -4.62372 -3.67811 0.06 0.02 0.03
C -0.43491 -4.62512 1.52410 0.02 -0.12 -0.08
C 0.02434 -2.63636 2.29437 -0.03 0.03 0.15
N 0.76338 0.84183 -1.47225 -0.28 0.17 -0.21
C -1.84237 5.53562 2.44901 0.01 0.10 0.01
H -3.32905 -0.55671 0.32322 0.00 0.00 0.00
N -6.24764 7.46768 2.87101 0.09 -0.08 -0.02
H -2.05212 -2.17578 -1.51792 -0.02 -0.10 -0.03
C -1.36022 0.30197 -1.27142 -0.42 -0.05 0.28
W 0.94501 -0.54110 0.10843 1.39 -1.24 0.77
H -2.76367 7.41423 2.91107 0.00 -0.01 0.00
H 3.42916 2.81173 -1.87111 -0.03 -0.01 -0.01
H 0.73554 1.73429 -3.96893 0.03 0.01 0.00
C 0.43671 -1.38612 -4.24778 0.12 0.26 -0.16
C -3.35211 3.70955 1.99418 -0.06 -0.07 0.01
C 1.59718 1.70849 -2.01161 -0.21 -0.08 -0.04
H -0.22357 -0.51763 -4.29853 0.04 -0.05 -0.01
H -2.26206 -2.24423 -3.26107 0.00 -0.01 0.06
H 0.25831 -2.01056 -5.12932 0.00 0.08 0.03
O 0.77043 -0.45393 2.09097 -0.31 -0.16 -0.20
O 0.82887 -1.63930 -1.39745 -0.03 0.23 0.55
N 0.27029 1.73828 1.03245 0.14 -0.19 0.22
C -5.34831 6.76943 2.71645 0.12 -0.09 -0.02
C -4.63669 0.95433 -2.97996 -0.03 0.00 -0.02
H -3.51780 2.66229 1.77228 0.01 0.04 0.01
H 1.91882 -3.99247 -3.38991 -0.07 -0.03 0.06
H 0.42990 3.17314 -3.01911 0.02 -0.02 -0.01
H 1.47552 -1.04306 -4.29207 -0.07 -0.03 -0.03
H 0.14567 -2.91619 4.86949 0.00 0.02 0.08
C -0.22015 -4.61845 4.03907 0.00 -0.05 0.14
C 1.18658 2.42273 -3.25832 0.03 0.10 -0.02
H 4.41727 1.57024 1.53224 -0.01 -0.01 0.01
F 4.79700 -4.43107 0.39097 0.08 -0.09 0.03
C 1.00486 2.36806 2.01603 0.04 -0.04 -0.14
H -5.44062 4.18031 2.08962 0.02 0.00 0.00
H -2.56841 1.26018 -3.47824 -0.03 -0.01 0.03
C -5.53382 0.48220 -2.02744 0.01 0.01 0.00
H -1.71705 2.12105 0.34092 -0.02 -0.01 0.03
H 2.05013 2.91328 -3.69922 -0.01 0.02 -0.01
```
Forces are in eV/Å.

Summary:
* total charge: +1
* HOMO energy: -11.74 eV
* frontier orbital gap: 6.919 eV
* relative energy (zero: lowest compared OMol25 entry of this formula, charge and spin): 0.3286 eV



Entry 3:
Computed, not measured: a single C5H9FN2 molecule at a distorted geometry, with the ωB97M-V functional and the def2-TZVPD basis.

```
17
Properties=species:S:1:pos:R:3:forces:R:3
H 0.33399 0.86765 0.90124 -1.25 0.42 0.70
C 1.27413 0.62196 0.51503 3.84 -3.03 0.64
H -3.25908 0.71713 1.03543 0.88 -0.88 -3.95
H 2.60186 1.51675 -1.14791 -0.65 0.52 1.04
N -2.98334 0.24323 -0.03006 -3.18 -0.98 5.82
N -1.63818 0.08662 0.03276 3.32 -3.94 -1.18
H 2.05372 0.42994 1.38536 -1.39 1.15 -1.38
C 0.08980 -1.60775 -0.36850 3.89 -1.97 2.10
H 1.66417 2.61293 0.09474 0.70 1.36 0.22
H -2.07132 -1.82206 -0.57549 -0.44 -0.90 -0.03
F 2.38691 -1.57778 0.10564 -1.26 1.02 0.13
H 0.42761 -2.76533 -0.40174 -1.43 2.72 -0.42
C 1.17830 -0.88948 0.09750 -0.99 0.50 -1.83
H -3.27965 -0.75534 0.30368 -0.71 1.96 -1.38
C 1.71375 1.74872 -0.50524 -2.38 -3.14 -1.32
H 0.77943 1.76094 -1.17807 1.53 0.36 0.56
C -1.27210 -1.18813 -0.26436 -0.48 4.84 0.26
```
Forces are in eV/Å.

Summary:
* HOMO energy: -8.32 eV
* structure (SMILES): CC/C(F)=C\C=N\N
* frontier orbital gap: 8.501 eV
* relative energy (zero: lowest compared OMol25 entry of this formula, charge and spin): 3.8747 eV



Entry 4:
Computed, not measured: a gas-phase ion, C6H9N2O2S (charge +1) at a distorted geometry, with the ωB97M-V functional and the def2-TZVPD basis.

```
20
Properties=species:S:1:pos:R:3:forces:R:3
O -0.76915 1.52848 0.90959 -0.20 -1.04 1.93
C -1.28876 -0.80785 1.29765 -1.72 3.21 -1.01
N 0.60294 -0.12558 -0.02195 0.56 -1.75 -2.79
C -0.49487 -0.32337 -2.07644 -0.01 -0.86 -1.19
H -1.21760 -1.77037 0.96589 0.88 -2.49 -1.27
S 3.01683 1.68923 1.16927 -0.47 -0.73 0.83
H 2.57944 -0.67182 -1.32456 0.33 0.39 0.43
N 1.65372 -0.25336 0.57250 0.09 -0.13 0.28
H -2.35069 -0.20226 -1.21393 -1.96 -1.06 0.57
C -0.80919 0.28715 0.32800 -0.49 0.17 -1.34
C 2.15619 0.40529 1.69412 0.78 1.40 1.77
H -0.68271 -0.61803 2.12617 0.29 -0.12 1.98
C -1.46966 0.32570 -1.07802 2.62 -1.21 -0.52
H -2.38126 -0.69137 1.40502 0.57 0.44 0.67
H -0.71297 2.24121 0.29574 0.02 0.73 -0.95
O 1.87242 -1.13308 -1.77869 -0.81 -0.99 -1.52
H -0.83564 -0.61295 -3.13548 0.78 0.73 1.79
H -1.67328 1.30772 -1.40040 -0.14 1.42 -0.21
C 0.69060 -0.64146 -1.55086 -0.82 1.68 3.00
H 2.11363 0.06672 2.81639 -0.31 0.21 -2.45
```
Forces are in eV/Å.

Summary:
* total charge: +1
* HOMO energy: -13.41 eV
* structure (SMILES): C[C@]1(O)CC=C(O)/[N+]1=N/C=S
* frontier orbital gap: 7.829 eV
* relative energy (zero: lowest compared OMol25 entry of this formula, charge and spin): 3.0360 eV



Entry 5:
Computed, not measured: a molecular structure, C12H23N3O2Pb2 at a distorted geometry, with the ωB97M-V functional and the def2-TZVPD basis.

```
42
Properties=species:S:1:pos:R:3:forces:R:3
C -25.91845 20.27358 -20.01665 -1.46 -1.40 -2.13
N -26.03503 27.09134 -29.40795 1.43 1.63 -3.36
C -26.42435 26.67422 -28.44567 -2.07 -3.06 5.88
H -27.52041 20.58382 -18.53436 0.12 -0.38 -0.34
H -19.36294 28.84598 -16.72663 0.42 0.35 -0.13
H -27.91283 26.44195 -26.86029 -0.07 0.00 -0.46
C -21.41340 28.47422 -16.79971 -1.15 -0.84 -1.04
H -24.14319 25.88430 -26.91695 -0.30 -0.41 -0.41
H -16.74997 18.38143 -23.44451 0.40 0.34 -0.10
H -25.48096 20.19775 -17.07056 0.03 -0.15 -0.22
H -22.33922 26.56527 -16.30663 -0.14 -0.29 -0.72
H -21.82864 29.04613 -15.96989 0.74 -0.39 0.64
N -27.37717 20.40597 -22.20877 -0.21 -0.07 -0.29
H -26.59158 25.11993 -25.16624 -0.32 0.13 -0.22
H -24.05062 25.59749 -25.24669 -0.05 0.16 0.31
H -24.63093 21.51012 -17.91570 -0.01 -0.08 -0.21
C -26.12822 25.82268 -25.85874 1.54 0.51 -1.60
C -20.17434 29.07744 -17.41667 0.01 0.21 1.60
O -21.18409 21.12976 -23.30905 0.91 0.00 -0.17
H -26.10319 21.82795 -17.02160 0.25 0.00 0.32
H -24.53505 24.25118 -26.13764 -0.25 0.01 -0.75
N -20.36847 25.85200 -18.81967 -1.35 1.81 3.14
C -26.76425 20.34423 -21.24309 0.53 0.69 0.33
C -26.99079 25.95210 -27.17332 0.75 0.11 -0.06
C -21.35239 26.92296 -16.60044 -0.07 1.17 0.26
H -26.11297 26.81059 -25.39841 0.18 -0.10 0.18
H -20.42340 30.13606 -17.34320 0.82 0.21 -0.68
C -24.64640 25.33535 -26.12101 -0.62 0.77 1.24
H -22.21737 28.66949 -17.50936 -0.22 -0.40 -0.36
C -26.55774 20.97205 -18.86699 0.86 1.28 1.11
H -25.95646 19.18741 -19.93369 0.75 -0.22 0.82
H -21.82821 21.67080 -22.81216 0.28 -0.34 -0.35
H -20.75244 26.58424 -15.75579 0.53 0.31 -0.12
C -20.80508 26.36048 -17.84468 0.85 -2.44 -2.66
O -16.35962 18.92910 -24.15317 -1.53 0.58 0.06
H -27.20884 24.90966 -27.40546 -0.24 0.23 -0.75
C -25.61011 21.10095 -17.66692 -0.65 0.20 0.46
Pb -20.11531 17.65717 -25.68586 0.41 0.76 0.66
Pb -17.27176 22.80515 -23.24812 -0.54 -1.27 -0.05
H -26.74470 22.00844 -19.14812 -0.21 0.01 -0.30
H -24.92269 20.59451 -20.32254 0.02 0.11 0.46
H -19.89121 28.70531 -18.40128 -0.39 0.26 0.00
```
Forces are in eV/Å.

Summary:
* total charge: +2
* HOMO energy: -14.17 eV
* frontier orbital gap: 3.376 eV



Look up the frontier orbital gap of the fifth one.
3.376 eV



Look up the frontier orbital gap of the second one.
6.919 eV